[1]
# C2H6N2

The molecule C2H6N2 at a distorted geometry (the ωB97M-V functional and the def2-TZVPD basis, the Open Molecules 2025 dataset).

spin multiplicity = 1
frontier orbital gap = 9.94 eV
SMILES string = [H]/N=C\NC
highest occupied orbital energy = -8.87 eV

Geometry (Å):
C: 0.347 -1.151 0.710
N: 0.136 -0.213 -0.374
C: -0.163 1.108 -0.131
N: -0.869 1.910 -0.819
H: -0.200 -2.072 0.516
H: -0.052 -0.689 1.612
H: 1.390 -1.425 0.894
H: -0.005 -0.548 -1.313
H: 0.457 1.528 0.665
H: -1.042 1.551 -1.761

Atom charges from the natural (NBO) analysis, given in e for atoms 1 to 2: number 1, C, carries -0.404; number 2, N, carries -0.644

=====

[2]
# C6H6O2

A structure of composition C6H6O2 at a distorted geometry (the ωB97M-V functional and the def2-TZVPD basis, the Open Molecules 2025 dataset).

spin multiplicity = 1
frontier orbital gap = 9.34 eV
highest occupied orbital energy = -9.17 eV

Geometry (Å):
C: -1.095 0.198 0.259
C: -0.838 -0.738 -1.013
C: 0.497 -0.317 -1.437
C: 1.177 -0.040 -0.227
C: 0.608 0.818 0.884
C: -0.442 -0.111 1.482
H: -1.119 1.341 -0.072
H: -1.547 -1.447 -1.519
H: 0.987 -0.636 -2.485
H: 1.617 -0.949 -0.042
H: 0.092 1.752 0.644
H: 0.067 -1.031 1.385
O: -1.943 0.139 1.490
O: 1.941 1.021 0.651

Atom charges from the natural (NBO) analysis, given in e for atoms 1 to 2: number 1, C, carries 0.069; number 2, C, carries -0.186

=====

[3]
# C8H8

A structure of composition C8H8 at a distorted geometry (the ωB97M-V functional and the def2-TZVPD basis, the Open Molecules 2025 dataset).

spin multiplicity = 1
frontier orbital gap = 8.82 eV
highest occupied orbital energy = -7.89 eV

Geometry (Å):
C: -0.413 2.174 0.153
C: 0.744 1.857 0.773
C: -1.210 1.178 -0.561
C: -0.961 -0.163 -0.613
C: 1.550 -0.246 -0.549
C: 1.300 0.667 0.348
C: 0.240 -0.822 -0.273
C: 0.115 -2.232 0.215
H: -0.806 3.115 0.407
H: 0.928 2.281 1.751
H: -2.284 1.466 -0.663
H: -1.728 -0.799 -0.650
H: 2.359 -0.687 -1.190
H: 1.064 -2.804 0.020
H: -0.648 -2.734 -0.471
H: -0.250 -2.251 1.302

Atom charges from the natural (NBO) analysis, given in e for atoms 1 to 2: number 1, C, carries -0.151; number 2, C, carries -0.344

=====

[4]
# C55H121N7O8

A cluster of 7 separate species, C55H121N7O8 in total at a distorted geometry (the ωB97M-V functional and the def2-TZVPD basis, the Open Molecules 2025 dataset).

spin multiplicity = 1
frontier orbital gap = 8.14 eV
SMILES string = CC1(C)CCCC(C)(C)N1O.CC1(C)CCCC(C)(C)N1O.CC1(C)CCCC(C)(C)N1O.CC1(C)CCCC(C)(C)N1O.CC1(C)CCCC(C)(C)N1O.COC[C@H](C)N.COCCNCCOC
highest occupied orbital energy = -7.96 eV

Geometry (Å):
C: 5.910 4.150 -7.395
C: 6.782 5.045 -6.419
C: 7.386 6.212 -7.280
C: 6.404 7.182 -7.889
C: 5.641 7.777 -6.703
C: 5.045 6.848 -5.603
N: 5.913 5.687 -5.348
O: 5.679 4.977 -4.079
C: 5.070 7.772 -4.404
C: 3.700 6.328 -5.994
C: 7.846 4.141 -5.666
H: 5.163 3.549 -6.876
H: 6.534 3.366 -7.825
H: 5.388 4.634 -8.221
H: 7.980 6.863 -6.638
H: 7.858 5.751 -8.148
H: 5.651 6.821 -8.590
H: 6.946 7.992 -8.376
H: 4.887 8.486 -7.046
H: 6.310 8.543 -6.310
H: 6.085 8.136 -4.245
H: 4.430 8.630 -4.608
H: 4.777 7.246 -3.496
H: 2.976 7.137 -5.897
H: 3.716 5.796 -6.945
H: 3.469 5.535 -5.283
H: 7.372 3.382 -5.043
H: 8.492 4.659 -4.958
H: 8.577 3.557 -6.226
H: 5.082 4.310 -4.424
C: -9.075 -7.788 0.955
C: -8.480 -6.839 -0.070
C: -9.588 -6.374 -1.057
C: -9.326 -5.066 -1.680
C: -9.014 -3.990 -0.662
C: -7.797 -4.362 0.240
N: -7.979 -5.698 0.767
O: -7.195 -5.947 1.957
C: -6.444 -4.099 -0.509
C: -7.951 -3.388 1.435
C: -7.264 -7.502 -0.798
H: -9.756 -8.557 0.591
H: -9.628 -7.299 1.757
H: -8.358 -8.449 1.441
H: -9.621 -7.115 -1.856
H: -10.571 -6.409 -0.587
H: -10.229 -4.776 -2.217
H: -8.551 -5.148 -2.442
H: -9.915 -3.772 -0.088
H: -8.758 -3.079 -1.203
H: -6.178 -4.777 -1.319
H: -6.480 -3.090 -0.921
H: -5.726 -4.400 0.253
H: -7.087 -3.360 2.099
H: -7.975 -2.359 1.076
H: -8.814 -3.666 2.040
H: -7.106 -7.126 -1.809
H: -7.399 -8.551 -1.066
H: -6.305 -7.369 -0.298
H: -6.296 -6.125 1.671
C: 8.726 4.906 4.810
C: 7.940 3.807 4.165
C: 7.204 2.860 5.249
C: 6.155 1.899 4.681
C: 5.089 2.689 3.950
C: 5.639 3.630 2.819
N: 6.820 4.325 3.383
O: 7.202 5.395 2.466
C: 5.976 2.741 1.622
C: 4.514 4.579 2.514
C: 9.017 2.957 3.361
H: 9.365 5.504 4.160
H: 9.445 4.577 5.561
H: 8.079 5.584 5.366
H: 7.889 2.133 5.686
H: 6.956 3.558 6.049
H: 5.764 1.306 5.508
H: 6.724 1.282 3.985
H: 4.554 3.274 4.698
H: 4.381 2.011 3.473
H: 6.212 1.705 1.869
H: 5.055 2.648 1.047
H: 6.782 3.085 0.974
H: 4.591 4.953 1.493
H: 3.659 3.934 2.314
H: 4.377 5.334 3.289
H: 8.631 2.090 2.824
H: 9.765 2.549 4.041
H: 9.425 3.662 2.637
H: 7.497 4.875 1.715
C: -6.706 2.193 -7.215
C: -6.117 1.556 -5.910
C: -7.295 1.033 -5.035
C: -7.980 -0.320 -5.508
C: -6.930 -1.381 -5.573
C: -5.628 -0.954 -6.427
N: -5.209 0.452 -6.084
O: -4.083 0.899 -6.742
C: -4.390 -1.834 -6.031
C: -5.912 -1.207 -7.950
C: -5.481 2.677 -5.047
H: -7.494 2.929 -7.050
H: -6.979 1.372 -7.877
H: -6.059 2.751 -7.891
H: -6.975 1.004 -3.993
H: -8.102 1.765 -5.065
H: -8.417 -0.281 -6.506
H: -8.774 -0.573 -4.805
H: -7.511 -2.247 -5.892
H: -6.606 -1.634 -4.564
H: -4.593 -2.900 -6.131
H: -3.492 -1.723 -6.640
H: -4.056 -1.463 -5.062
H: -5.742 -2.271 -8.114
H: -6.976 -1.048 -8.121
H: -5.301 -0.718 -8.709
H: -5.142 2.449 -4.036
H: -6.172 3.509 -4.908
H: -4.580 3.109 -5.481
H: -3.313 0.817 -6.175
C: 1.891 -3.382 4.315
C: 2.095 -3.982 2.900
C: 3.209 -5.098 3.102
C: 3.417 -6.045 1.848
C: 2.044 -6.742 1.649
C: 0.808 -5.733 1.417
N: 0.835 -4.648 2.458
O: -0.244 -3.800 2.420
C: 0.695 -5.356 -0.012
C: -0.469 -6.598 1.763
C: 2.557 -2.961 1.869
H: 1.163 -2.571 4.283
H: 2.788 -2.898 4.701
H: 1.691 -4.183 5.027
H: 4.148 -4.666 3.448
H: 2.926 -5.872 3.815
H: 4.245 -6.747 1.950
H: 3.614 -5.454 0.954
H: 1.841 -7.431 2.468
H: 2.105 -7.522 0.890
H: -0.200 -4.804 -0.301
H: 1.498 -4.700 -0.347
H: 0.699 -6.228 -0.665
H: -0.505 -6.745 2.842
H: -1.390 -6.076 1.506
H: -0.476 -7.495 1.143
H: 3.524 -2.546 2.154
H: 1.858 -2.125 1.862
H: 2.613 -3.346 0.851
H: -0.680 -3.847 3.274
C: 2.054 -1.800 14.017
O: 2.000 -1.555 12.586
C: 1.004 -0.621 12.208
C: 0.660 -0.829 10.707
N: -0.090 0.166 9.932
C: 0.162 0.203 8.474
C: -0.697 1.248 7.553
O: -0.029 1.267 6.296
C: -0.604 2.142 5.401
H: 2.863 -2.467 14.315
H: 1.225 -2.317 14.500
H: 2.176 -0.829 14.497
H: 1.212 0.421 12.449
H: 0.054 -0.658 12.740
H: 0.027 -1.714 10.637
H: 1.485 -1.005 10.017
H: -0.210 1.056 10.395
H: 0.004 -0.833 8.176
H: 1.208 0.378 8.221
H: -0.811 2.165 8.130
H: -1.682 0.800 7.423
H: 0.030 1.853 4.562
H: -0.512 3.228 5.419
H: -1.637 1.933 5.125
C: -1.941 0.395 -0.743
C: -1.048 1.533 -1.123
C: -0.860 1.767 -2.643
O: -0.263 0.692 -3.318
C: 1.205 0.649 -3.057
N: -1.497 2.743 -0.538
H: -1.555 -0.410 -1.369
H: -3.030 0.387 -0.767
H: -1.609 -0.185 0.119
H: -0.012 1.413 -0.804
H: -0.434 2.714 -2.974
H: -1.881 1.723 -3.021
H: 1.654 1.622 -2.856
H: 1.790 0.019 -3.727
H: 1.470 0.205 -2.098
H: -2.458 2.734 -0.226
H: -1.346 3.529 -1.154

Atom charges from the Mulliken analysis, given in e for atoms 1 to 2: number 1, C, carries -1.634; number 2, C, carries 1.222